Here is a cluster of 9 separate species, C48H123N9O15 in total from the OMol25 dataset. Energies are from ωB97M-V with the def2-TZVPD basis set.

Positions of all 195 atoms, in Å:
C (-3.2427, 0.2620, -2.3178)
C (-4.1964, -0.0251, -3.4390)
C (-5.6124, -0.4191, -2.9380)
O (-5.4934, -1.8405, -2.6283)
C (-6.4326, -2.2627, -1.6966)
N (-4.2834, 1.1001, -4.2877)
H (-3.3705, -0.4729, -1.5230)
H (-3.2647, 1.2883, -1.9511)
H (-2.2027, 0.1289, -2.6157)
H (-3.8848, -0.9044, -4.0028)
H (-6.4477, -0.3523, -3.6351)
H (-5.9284, 0.2337, -2.1243)
H (-6.0182, -3.2024, -1.3313)
H (-7.4731, -2.3033, -2.0189)
H (-6.4291, -1.5299, -0.8897)
H (-3.3521, 1.3796, -4.5607)
H (-4.7464, 0.8027, -5.1347)
C (0.4821, -0.7527, -0.3185)
C (-0.0514, -0.8950, 1.1309)
C (-1.3875, -0.3148, 1.3653)
O (-1.5410, 1.0890, 1.2358)
C (-2.8692, 1.6114, 1.3550)
N (-0.1762, -2.3597, 1.3815)
H (-0.3048, -1.0465, -1.0132)
H (1.3414, -1.4109, -0.4472)
H (0.7996, 0.2713, -0.5152)
H (0.5379, -0.3713, 1.8836)
H (-1.7525, -0.4648, 2.3814)
H (-2.1123, -0.7993, 0.7111)
H (-2.8533, 2.6999, 1.4088)
H (-3.3942, 1.2922, 2.2553)
H (-3.5006, 1.3399, 0.5089)
H (0.6743, -2.8291, 1.1050)
H (-0.8739, -2.7483, 0.7632)
C (3.3436, -5.5473, -0.6224)
C (2.8391, -4.0907, -0.3935)
C (3.5380, -2.9765, -1.2234)
O (3.1403, -3.0833, -2.5571)
C (3.9254, -2.3146, -3.4543)
N (1.3950, -4.1156, -0.5112)
H (3.1654, -5.8474, -1.6551)
H (2.8107, -6.3102, -0.0549)
H (4.4059, -5.7235, -0.4531)
H (3.1652, -3.8683, 0.6225)
H (4.6121, -3.1478, -1.1516)
H (3.4235, -1.9822, -0.7919)
H (3.8762, -1.2661, -3.1604)
H (3.5282, -2.4574, -4.4593)
H (4.9482, -2.6672, -3.5870)
H (1.0162, -4.8984, 0.0024)
H (1.2825, -4.4119, -1.4702)
C (1.2339, 2.5156, 2.5508)
O (0.8587, 3.5903, 3.4100)
C (-0.5189, 3.9564, 3.4115)
C (-0.8474, 5.0627, 4.4944)
N (-0.1830, 6.3473, 4.4227)
C (-0.5360, 7.1894, 5.5742)
C (0.1470, 8.5611, 5.6147)
O (-0.0700, 9.3513, 6.8236)
C (0.6039, 8.7642, 7.9357)
H (1.0104, 2.7517, 1.5104)
H (0.6890, 1.6013, 2.7860)
H (2.3053, 2.3546, 2.6699)
H (-1.1649, 3.1000, 3.6045)
H (-0.7088, 4.4198, 2.4433)
H (-0.7937, 4.6199, 5.4889)
H (-1.9216, 5.2442, 4.4587)
H (0.8082, 6.1627, 4.4818)
H (-0.2498, 6.6543, 6.4797)
H (-1.6199, 7.3022, 5.5959)
H (-0.2473, 9.2750, 4.8915)
H (1.1793, 8.4690, 5.2771)
H (0.1100, 7.8339, 8.2161)
H (0.4085, 9.3097, 8.8590)
H (1.6441, 8.4829, 7.7719)
C (-2.1875, -3.3607, -1.5194)
O (-2.2441, -3.3813, -0.1053)
C (-3.5933, -3.7715, 0.3707)
C (-3.3571, -4.2198, 1.8426)
N (-2.9484, -3.2375, 2.8337)
C (-2.5024, -3.9471, 4.0536)
C (-1.8406, -2.9985, 5.0446)
O (-1.4320, -3.7342, 6.2241)
C (-2.4929, -3.9528, 7.1735)
H (-2.1833, -4.3545, -1.9672)
H (-1.2425, -2.8539, -1.7149)
H (-2.9642, -2.7184, -1.9346)
H (-3.9754, -4.5508, -0.2886)
H (-4.2797, -2.9271, 0.4336)
H (-2.7189, -5.0977, 1.9434)
H (-4.3027, -4.5766, 2.2509)
H (-2.1284, -2.7881, 2.4519)
H (-1.7786, -4.7139, 3.7771)
H (-3.4243, -4.3521, 4.4709)
H (-2.4980, -2.1599, 5.2740)
H (-0.9642, -2.4836, 4.6511)
H (-2.1867, -4.5211, 8.0518)
H (-3.3273, -4.4487, 6.6777)
H (-2.9086, -3.0031, 7.5105)
C (3.9970, -4.5183, -7.5352)
O (4.1093, -3.2408, -6.8365)
C (4.6272, -2.2267, -7.6194)
C (4.2321, -0.8587, -6.9541)
N (2.8643, -0.4520, -7.2455)
C (2.4556, 0.8034, -6.5988)
C (2.1297, 0.5223, -5.1633)
O (0.9381, -0.2716, -5.0885)
C (0.2654, -0.2863, -3.8090)
H (3.8767, -5.4174, -6.9309)
H (4.7640, -4.6429, -8.2995)
H (3.0706, -4.5042, -8.1095)
H (4.4232, -2.2291, -8.6902)
H (5.7061, -2.3814, -7.6026)
H (4.7592, -0.0654, -7.4842)
H (4.5628, -0.8851, -5.9158)
H (2.2920, -1.2298, -6.9495)
H (1.5008, 1.1675, -6.9781)
H (3.2460, 1.5277, -6.7958)
H (1.9573, 1.4686, -4.6506)
H (2.9292, -0.0248, -4.6637)
H (0.6589, -1.0591, -3.1487)
H (-0.7967, -0.4017, -4.0255)
H (0.3753, 0.6791, -3.3150)
C (3.8006, 1.6772, -1.6241)
O (4.5117, 1.7279, -2.8096)
C (5.2786, 2.8611, -2.9114)
C (5.9015, 2.9232, -4.3006)
N (4.9986, 3.0350, -5.4625)
C (5.6625, 3.3421, -6.7296)
C (6.5706, 2.2974, -7.3895)
O (7.1040, 2.7647, -8.5694)
C (6.2863, 2.6006, -9.7262)
H (4.4272, 1.7226, -0.7334)
H (3.2472, 0.7417, -1.5421)
H (3.0315, 2.4433, -1.5255)
H (6.0542, 2.7870, -2.1492)
H (4.7413, 3.8053, -2.8222)
H (6.5360, 2.0376, -4.3350)
H (6.6264, 3.7335, -4.3797)
H (4.3830, 3.7834, -5.1781)
H (6.2271, 4.2565, -6.5474)
H (4.8082, 3.6223, -7.3458)
H (5.9741, 1.4219, -7.6459)
H (7.4026, 1.9473, -6.7785)
H (6.3250, 1.5373, -9.9627)
H (6.7295, 3.2031, -10.5190)
H (5.2826, 2.9871, -9.5493)
C (-5.2103, 13.2804, 5.2114)
O (-4.5701, 11.9925, 5.2798)
C (-4.9162, 11.1000, 4.2134)
C (-4.2640, 9.7653, 4.5245)
N (-4.4685, 8.7277, 3.4652)
C (-4.1628, 7.3037, 3.8417)
C (-4.8423, 6.3274, 2.7904)
O (-3.9387, 6.1422, 1.6758)
C (-4.4953, 5.4336, 0.5889)
H (-6.2931, 13.3185, 5.3312)
H (-4.8290, 13.9036, 4.4026)
H (-4.8080, 13.7106, 6.1285)
H (-4.5745, 11.4979, 3.2579)
H (-5.9903, 10.9150, 4.1968)
H (-4.6705, 9.3804, 5.4598)
H (-3.1935, 9.8857, 4.6908)
H (-3.8260, 9.0143, 2.7405)
H (-4.4569, 7.1549, 4.8806)
H (-3.0823, 7.4294, 3.7723)
H (-5.8448, 6.6207, 2.4789)
H (-5.0064, 5.3064, 3.1351)
H (-3.7701, 5.2916, -0.2124)
H (-5.3518, 6.0214, 0.2588)
H (-4.7747, 4.4286, 0.9050)
C (-0.8479, -6.4985, 0.9106)
O (0.4291, -6.9969, 1.2118)
C (0.7404, -6.6159, 2.5659)
C (1.7055, -7.7223, 3.0723)
N (0.9710, -8.9828, 3.1603)
C (1.7568, -10.0803, 3.6118)
C (0.8064, -11.3157, 3.5566)
O (1.5049, -12.4755, 3.9634)
C (0.7038, -13.6436, 3.7716)
H (-1.6119, -6.8211, 1.6180)
H (-1.1467, -6.8905, -0.0615)
H (-0.9033, -5.4155, 0.7998)
H (-0.1322, -6.6137, 3.2192)
H (1.1538, -5.6227, 2.7409)
H (2.0454, -7.4954, 4.0828)
H (2.6150, -7.8450, 2.4842)
H (0.4738, -9.2242, 2.3149)
H (2.0683, -10.0087, 4.6538)
H (2.6586, -10.1378, 3.0023)
H (0.4321, -11.3284, 2.5330)
H (-0.0989, -11.1855, 4.1495)
H (0.6369, -13.9475, 2.7270)
H (-0.3439, -13.5975, 4.0688)
H (1.1574, -14.4710, 4.3174)

For the HOMO energy, the calculation gives -8.46 eV. The value obtained for the LUMO energy is 0.637 eV. The gap between HOMO and LUMO is 9.1 eV. The charge is 0. As for the SMILES: COC[C@H](C)N.COC[C@H](C)N.COC[C@H](C)N.COCCNCCOC.COCCNCCOC.COCCNCCOC.COCCNCCOC.COCCNCCOC.COCCNCCOC. The calculation puts the energy above the lowest of the compared OMol25 structures with the same formula, charge and spin at 4.646 eV.

---

Here is a cluster of 7 separate species, C14H28Cl14 in total from the OMol25 dataset. Energies are from ωB97M-V with the def2-TZVPD basis set.

Positions of all 56 atoms, in Å:
Cl (2.0712, -3.0720, 4.8962)
C (2.4324, -1.8799, 3.6356)
C (2.1080, -0.5584, 4.2269)
Cl (2.2202, 0.6986, 2.9342)
H (1.9583, -2.1466, 2.6674)
H (3.4466, -1.9214, 3.4166)
H (2.7218, -0.1880, 5.0345)
H (1.0798, -0.4323, 4.5689)
Cl (-2.4380, 0.6867, 0.0612)
C (-0.7514, 0.7041, 0.5726)
C (0.2016, 1.2055, -0.4425)
Cl (0.2266, 2.9728, -0.5410)
H (-0.4683, -0.3320, 0.6207)
H (-0.7349, 1.2759, 1.5115)
H (-0.0684, 0.7361, -1.4176)
H (1.2464, 0.8057, -0.2819)
Cl (-1.4594, 3.6920, -5.9580)
C (-1.1698, 2.7948, -4.4588)
C (-2.2212, 1.7944, -4.2897)
Cl (-2.0543, 0.2756, -5.1795)
H (-1.1117, 3.5243, -3.6279)
H (-0.1798, 2.3777, -4.5238)
H (-3.1626, 2.2473, -4.5983)
H (-2.4032, 1.5020, -3.2316)
Cl (1.1854, 0.0377, -4.7273)
C (1.0034, -0.2616, -6.4968)
C (1.1858, 1.0443, -7.2573)
Cl (1.0856, 0.8665, -8.9963)
H (0.0134, -0.6973, -6.6792)
H (1.7952, -0.9834, -6.7301)
H (2.1116, 1.4834, -7.0308)
H (0.3204, 1.6857, -6.9886)
Cl (-1.0433, 6.1654, 2.6474)
C (-1.6072, 4.8106, 3.6205)
C (-0.4654, 3.8641, 4.0215)
Cl (0.4377, 4.3878, 5.4559)
H (-2.2314, 4.1680, 2.9373)
H (-2.0434, 5.2555, 4.5310)
H (0.1206, 3.5482, 3.2429)
H (-0.9926, 2.9865, 4.3443)
Cl (3.4574, -5.0404, 0.3283)
C (2.5383, -5.0063, -1.1783)
C (2.2413, -3.5578, -1.4928)
Cl (1.0978, -2.8290, -0.2652)
H (1.6826, -5.6196, -0.9525)
H (3.2062, -5.4854, -1.9026)
H (1.6411, -3.5767, -2.4096)
H (3.1130, -2.9289, -1.5850)
Cl (-1.9610, -0.9492, 3.5282)
C (-2.4277, -2.6871, 4.1122)
C (-2.9077, -2.6207, 5.5080)
Cl (-3.5076, -4.2192, 5.7720)
H (-1.5635, -3.2570, 3.8814)
H (-3.1890, -3.0671, 3.4344)
H (-3.7121, -1.8267, 5.5561)
H (-2.0751, -2.4534, 6.1756)

For the HOMO energy, the calculation gives -10.59 eV. The value obtained for the LUMO energy is 0.317 eV. The gap between HOMO and LUMO is 10.9 eV. The charge is 0. As for the SMILES: ClCCCl.ClCCCl.ClCCCl.ClCCCl.ClCCCl.ClCCCl.ClCCCl. The calculation puts the energy above the lowest of the compared OMol25 structures with the same formula, charge and spin at 1.546 eV.

---

Here is the molecule C6H13NO from the OMol25 dataset. Energies are from ωB97M-V with the def2-TZVPD basis set.

Positions of all 21 atoms, in Å:
C (1.0653, -1.3458, -1.2916)
C (0.6982, -1.2137, 0.2253)
N (-0.1177, -0.1532, 0.6912)
C (-1.4114, 0.1950, 0.1166)
C (-2.2119, -1.1874, -0.2466)
C (0.6003, 1.0662, 1.2745)
C (1.2497, 2.0309, 0.2484)
O (1.1145, -1.9950, 1.0638)
H (1.0220, -0.3961, -1.8283)
H (0.7896, -2.2051, -1.8635)
H (2.1647, -1.5889, -1.1776)
H (-1.9733, 0.7782, 0.8667)
H (-1.1754, 0.8954, -0.7438)
H (-2.2799, -1.9125, 0.4679)
H (-3.1919, -0.8094, -0.5041)
H (-1.7890, -1.6458, -1.0627)
H (-0.1861, 1.7053, 1.8106)
H (1.4534, 0.8004, 2.0203)
H (2.2625, 1.7778, -0.0709)
H (0.5341, 2.1461, -0.6610)
H (1.3824, 3.0576, 0.6648)

For the HOMO energy, the calculation gives -8.60 eV. The value obtained for the LUMO energy is 0.961 eV. The gap between HOMO and LUMO is 9.6 eV. The charge is 0. As for the SMILES: CCN(CC)C(C)=O. The calculation puts the energy above the lowest of the compared OMol25 structures with the same formula, charge and spin at 2.428 eV.

---

Here is the molecule C2H3ClO2 from the OMol25 dataset. Energies are from ωB97M-V with the def2-TZVPD basis set.

Positions of all 8 atoms, in Å:
C (0.1209, -0.7264, -0.1221)
C (1.2408, 0.2256, -0.3343)
O (0.7143, -0.5233, -1.4329)
O (1.0457, 1.5567, -0.4732)
Cl (2.8490, -0.2547, 0.3477)
H (0.3167, -1.7837, 0.2574)
H (-0.9258, -0.2839, -0.2004)
H (0.6255, 1.5636, -1.4384)

For the HOMO energy, the calculation gives -10.69 eV. The value obtained for the LUMO energy is 0.652 eV. The gap between HOMO and LUMO is 11.3 eV. The charge is 0. As for the SMILES: O[C@@]1(Cl)CO1. The calculation puts the energy above the lowest of the compared OMol25 structures with the same formula, charge and spin at 1.863 eV.

---

Question: Among the records above, which one has the lowest gap between HOMO and LUMO?
Answer: C48H123N9O15